1.
Entry from OMol25: a structure of composition C27H35ClN4P2Zn in a non-equilibrium geometry (ωB97M-V/def2-TZVPD).

Properties
highest occupied orbital energy: -8.50 eV
charge: 0
Kohn-Sham gap: 8.89 eV
E: -114044.8177 eV
LUMO energy: 0.391 eV

Each line ends with the Löwdin charge.
Cartesian coordinates (Å):
Zn 0.246 -0.323 -0.055  0.161
C -2.059 1.856 -8.018  -0.109
C -2.136 0.606 -7.552  -0.126
C -1.381 -0.575 -8.071  -0.187
C 0.048 -0.309 -8.603  -0.200
C 0.875 0.560 -7.702  -0.118
C 0.945 1.892 -7.736  -0.109
C 0.223 2.779 -8.713  -0.190
C -1.195 2.347 -9.144  -0.202
C 0.934 0.988 1.228  -0.289
H -2.726 2.626 -7.608  0.101
H -2.893 0.363 -6.797  0.087
H -1.958 -1.077 -8.865  0.120
H -1.286 -1.304 -7.253  0.101
H 0.540 -1.294 -8.660  0.110
H -0.005 0.058 -9.633  0.100
H 1.514 0.007 -7.007  0.096
H 1.656 2.414 -7.085  0.103
H 0.823 2.924 -9.626  0.118
H 0.124 3.772 -8.253  0.108
H -1.678 3.250 -9.548  0.109
H -1.140 1.639 -9.976  0.100
H 0.096 1.578 1.628  -0.036
H 1.663 1.654 0.754  -0.055
H 1.429 0.416 2.023  -0.025
P 1.790 -0.519 -1.917  0.959
P -1.440 -0.746 -1.671  0.916
N 2.768 0.790 -2.457  -0.247
N 2.993 -1.691 -1.534  -0.256
N -2.188 0.515 -2.557  -0.247
N -2.875 -1.635 -1.318  -0.238
C 0.829 -1.169 -3.341  -0.326
C -0.573 -1.740 -2.953  -0.362
C 2.581 2.098 -1.967  -0.129
C 3.486 2.935 -2.590  -0.086
C 4.249 2.140 -3.513  -0.086
C 3.797 0.835 -3.408  -0.120
C 3.818 -1.604 -0.395  -0.126
C 4.374 -2.848 -0.156  -0.080
C 3.905 -3.737 -1.183  -0.082
C 3.073 -3.002 -2.012  -0.150
C -2.324 1.841 -2.115  -0.115
C -2.709 2.624 -3.192  -0.074
C -2.825 1.762 -4.335  -0.070
C -2.533 0.476 -3.911  -0.154
C -3.866 -1.968 -2.251  -0.128
C -4.773 -2.825 -1.646  -0.083
C -4.325 -3.045 -0.296  -0.084
C -3.159 -2.314 -0.126  -0.148
H 1.428 -1.947 -3.839  0.070
H 0.729 -0.334 -4.057  0.090
H -1.211 -1.848 -3.841  0.071
H -0.454 -2.735 -2.498  0.055
H 1.831 2.276 -1.211  0.078
H 3.593 3.993 -2.397  0.095
H 5.033 2.505 -4.160  0.093
H 4.105 -0.059 -3.926  0.107
H 3.904 -0.665 0.134  0.111
H 5.018 -3.109 0.669  0.095
H 4.130 -4.786 -1.280  0.092
H 2.538 -3.291 -2.902  0.092
H -2.145 2.074 -1.076  0.103
H -2.893 3.689 -3.179  0.094
H -3.069 2.041 -5.352  0.071
H -2.547 -0.460 -4.450  0.084
H -3.861 -1.557 -3.250  0.086
H -5.650 -3.245 -2.115  0.091
H -4.801 -3.672 0.449  0.094
H -2.461 -2.256 0.698  0.064
Cl 0.208 -2.630 0.112  0.011

Atoms 1-2, force components in eV/Å:
0.274 -0.064 0.593
-0.499 -0.240 0.179

2.
Entry from OMol25: a structure of composition C4H5I3 in a non-equilibrium geometry (ωB97M-V/def2-TZVPD).

Properties
energy above the lowest of the compared OMol25 structures with the same formula, charge and spin: 276.0 kJ/mol
highest occupied orbital energy (alpha / beta): -8.69 / -8.65 eV
charge: 0
Kohn-Sham gap (alpha / beta): 7.37 / 8.40 eV
E: -28526.7075 eV
LUMO energy (alpha / beta): -1.319 / -0.250 eV

Each line ends with the Löwdin charge.
Cartesian coordinates (Å):
C -0.146 -0.061 -0.267  -0.467
C -0.351 -0.169 1.199  0.027
C 1.242 -0.388 -0.725  -0.927
C 2.179 0.370 0.159  -1.237
I 1.414 -2.585 -0.451  0.759
I 2.343 2.411 -0.412  0.767
I 4.131 -0.452 0.397  0.697
H -0.810 -0.674 -0.857  0.080
H -0.365 1.011 -0.715  0.119
H -1.267 0.243 1.646  0.068
H 0.094 -1.023 1.619  -0.004
H 1.292 -0.049 -1.850  0.119

Atoms 1-2, force components in eV/Å:
-0.977 2.662 -1.180
-0.935 0.790 -0.934

3.
Entry from OMol25: a cluster of 6 separate species, C64H76F3N10O2 in total in a non-equilibrium geometry (ωB97M-V/def2-TZVPD).

Properties
highest occupied orbital energy: -17.25 eV
charge: +9
Kohn-Sham gap: 1.37 eV
E: -94640.9513 eV
LUMO energy: -15.878 eV

Each line ends with the Löwdin charge.
Cartesian coordinates (Å):
C 3.595 4.121 2.515  -0.404
O 3.647 4.494 3.916  -0.108
O 3.812 2.743 2.447  -0.165
C 2.331 4.884 1.819  -0.599
F 2.158 4.430 0.641  0.176
F 1.231 4.619 2.572  0.113
F 2.411 6.224 1.729  0.142
C 4.661 5.441 4.394  -0.272
C 4.619 5.559 5.861  -0.091
H 5.344 6.271 6.256  0.095
H 3.557 5.702 6.061  0.085
H 4.867 4.630 6.374  0.070
H 4.568 6.447 3.983  0.119
H 5.677 5.175 4.105  0.116
H 4.471 4.591 2.069  0.139
C 6.874 -4.786 -2.210  0.049
N 5.406 -4.655 -2.471  -0.087
C 4.848 -5.524 -3.398  0.098
C 3.409 -5.482 -3.538  0.070
C 2.650 -4.590 -2.796  -0.159
C 3.303 -3.715 -1.907  0.045
C 4.711 -3.647 -1.856  0.031
C 1.163 -4.626 -2.973  -0.140
C 0.591 -3.539 -3.661  0.041
C -0.634 -3.680 -4.276  0.021
N -1.378 -4.794 -4.052  -0.074
C -0.931 -5.791 -3.300  0.023
C 0.349 -5.723 -2.715  0.061
C -2.641 -5.039 -4.866  0.087
H 7.422 -5.621 -2.648  0.122
H 6.848 -4.915 -1.128  0.112
H 7.339 -3.833 -2.460  0.115
H 5.477 -6.263 -3.873  0.155
H 2.955 -6.186 -4.220  0.140
H 2.754 -2.998 -1.314  0.129
H 5.289 -3.018 -1.195  0.151
H 1.216 -2.687 -3.883  0.135
H -1.023 -2.821 -4.801  0.152
H -1.618 -6.594 -3.078  0.158
H 0.688 -6.606 -2.194  0.138
H -3.324 -5.702 -4.335  0.115
H -2.250 -5.505 -5.770  0.126
H -3.075 -4.044 -4.970  0.109
C -2.599 -4.714 12.579  0.046
N -1.447 -4.264 11.750  -0.065
C -1.013 -5.086 10.786  0.030
C 0.062 -4.730 9.940  0.054
C 0.713 -3.529 10.206  -0.146
C 0.209 -2.636 11.143  0.084
C -0.862 -3.076 11.972  0.074
C 1.893 -3.134 9.384  -0.105
C 2.854 -4.085 9.018  0.044
C 3.989 -3.728 8.293  0.056
N 4.101 -2.421 7.876  -0.080
C 3.095 -1.459 8.071  0.062
C 2.029 -1.832 8.843  0.045
C 5.254 -1.970 7.134  0.011
H -3.111 -3.961 13.178  0.120
H -2.329 -5.563 13.207  0.126
H -3.468 -5.001 11.987  0.115
H -1.487 -6.056 10.760  0.155
H 0.363 -5.362 9.117  0.126
H 0.532 -1.608 11.219  0.140
H -1.262 -2.450 12.756  0.163
H 2.816 -5.123 9.314  0.136
H 4.709 -4.408 7.863  0.155
H 3.250 -0.484 7.632  0.158
H 1.337 -1.042 9.096  0.136
H 5.461 -0.904 7.228  0.120
H 4.990 -2.001 6.077  0.114
H 6.124 -2.566 7.409  0.122
C 0.569 3.335 -10.658  0.058
N 1.462 3.351 -9.472  -0.070
C 1.529 2.253 -8.689  0.031
C 2.522 2.126 -7.733  0.041
C 3.256 3.215 -7.329  -0.167
C 3.050 4.417 -8.015  0.081
C 2.199 4.421 -9.137  0.053
C 4.396 3.026 -6.455  -0.158
C 5.626 3.557 -6.908  0.092
C 6.728 3.420 -6.047  0.026
N 6.630 2.935 -4.830  -0.082
C 5.434 2.473 -4.340  0.071
C 4.264 2.450 -5.188  0.077
C 7.855 2.728 -4.011  0.054
H 1.100 3.076 -11.573  0.130
H 0.035 4.286 -10.650  0.119
H -0.185 2.553 -10.569  0.108
H 0.909 1.432 -9.019  0.150
H 2.685 1.195 -7.211  0.134
H 3.641 5.302 -7.831  0.146
H 2.169 5.254 -9.825  0.164
H 5.696 3.751 -7.968  0.148
H 7.697 3.596 -6.490  0.166
H 5.614 2.061 -3.358  0.143
H 3.286 2.063 -4.944  0.126
H 7.715 3.114 -3.002  0.118
H 8.634 3.397 -4.374  0.121
H 8.080 1.662 -3.958  0.119
C -0.167 -12.401 5.503  0.060
N -0.380 -10.989 5.056  -0.077
C -1.467 -10.271 5.384  0.042
C -1.476 -8.930 5.039  0.032
C -0.539 -8.304 4.232  -0.158
C 0.566 -9.071 3.933  0.049
C 0.629 -10.454 4.319  0.058
C -0.762 -6.944 3.684  -0.145
C 0.264 -6.037 3.703  0.007
C 0.013 -4.670 3.694  0.008
N -1.250 -4.217 3.364  -0.114
C -2.274 -5.042 3.251  0.005
C -2.049 -6.422 3.409  0.057
C -1.394 -2.752 3.179  0.036
H 0.852 -12.544 5.865  0.118
H -0.408 -12.984 4.614  0.124
H -0.838 -12.720 6.301  0.117
H -2.243 -10.738 5.971  0.163
H -2.338 -8.354 5.340  0.131
H 1.406 -8.676 3.382  0.123
H 1.452 -11.110 4.079  0.154
H 1.286 -6.373 3.795  0.126
H 0.823 -3.960 3.771  0.134
H -3.241 -4.593 3.080  0.152
H -2.912 -7.067 3.323  0.134
H -0.714 -2.485 2.370  0.103
H -1.112 -2.259 4.109  0.113
H -2.412 -2.525 2.861  0.108
C -12.899 11.563 -7.534  0.043
N -11.681 11.027 -6.878  -0.077
C -10.598 10.769 -7.692  0.064
C -9.509 10.120 -7.135  0.032
C -9.416 9.823 -5.768  -0.089
C -10.558 10.161 -4.953  0.087
C -11.751 10.738 -5.531  0.081
C -8.080 9.369 -5.215  -0.094
C -7.879 8.777 -3.998  0.051
C -6.576 8.559 -3.513  0.057
N -5.478 8.836 -4.271  -0.091
C -5.586 9.460 -5.455  0.015
C -6.868 9.677 -5.929  0.061
C -4.110 8.584 -3.711  0.054
H -12.874 11.608 -8.623  0.117
H -13.163 12.545 -7.141  0.125
H -13.642 10.834 -7.211  0.118
H -10.787 11.076 -8.710  0.154
H -8.663 9.950 -7.785  0.121
H -10.574 10.145 -3.873  0.125
H -12.626 11.062 -4.989  0.159
H -8.774 8.572 -3.430  0.136
H -6.317 8.142 -2.552  0.146
H -4.701 9.794 -5.976  0.158
H -6.920 10.120 -6.913  0.119
H -3.426 9.412 -3.895  0.117
H -3.790 7.753 -4.340  0.107
H -4.234 8.213 -2.694  0.105

Atoms 1-2, force components in eV/Å:
1.776 -1.220 1.603
0.068 1.040 0.053

4.
Entry from OMol25: a cluster of 4 separate species, C2H13N2O3 in total in a non-equilibrium geometry (ωB97M-V/def2-TZVPD).

Properties
energy above the lowest of the compared OMol25 structures with the same formula, charge and spin: 117.8 kJ/mol
highest occupied orbital energy: -12.40 eV
charge: +1
Kohn-Sham gap: 9.68 eV
E: -11401.1229 eV
LUMO energy: -2.716 eV

Each line ends with the Löwdin charge.
Cartesian coordinates (Å):
C -1.122 0.542 -1.606  -0.185
C -0.026 1.041 -1.031  -0.128
N -0.200 2.026 0.054  0.170
N -1.075 -0.643 -2.268  0.088
H -2.122 0.953 -1.564  0.138
H 0.944 0.615 -1.180  0.115
H 0.547 2.715 0.156  0.168
H -1.045 2.565 -0.130  0.163
H -0.364 1.451 0.899  0.123
H -0.208 -1.008 -2.625  0.106
H -1.883 -1.033 -2.717  0.105
H 2.387 -2.350 1.401  0.085
H 1.814 -2.468 0.020  0.074
O 1.640 -2.018 0.864  -0.052
H 2.032 0.525 2.424  0.064
H 1.543 -0.223 1.195  -0.003
O 1.459 0.638 1.653  -0.074
H -0.968 -1.598 1.042  0.033
H -1.920 -0.933 2.114  0.053
O -1.435 -0.797 1.297  -0.045

Atoms 1-2, force components in eV/Å:
0.276 -0.985 -0.184
-0.445 0.671 -0.185